{
  "formula": "C36H53N4OP2Pt",
  "method": "ωB97M-V/def2-TZVPD",
  "s2": 2.048,
  "charge": 1,
  "gap_ev": [5.28, 5.38],
  "multiplicity": 3,
  "species": ["C", "C", "C", "C", "C", "H", "H", "H", "N", "P", "P", "C", "H", "H", "C", "H", "C", "C", "C", "C", "C", "H", "H", "H", "C", "H", "H", "H", "C", "H", "H", "H", "C", "H", "H", "H", "C", "H", "H", "H", "C", "H", "H", "H", "C", "H", "H", "H", "C", "H", "H", "H", "C", "H", "H", "H", "C", "H", "H", "H", "C", "H", "H", "H", "C", "H", "H", "H", "Pt", "C", "O", "N", "C", "C", "C", "C", "C", "H", "C", "H", "C", "H", "H", "H", "N", "C", "C", "C", "C", "C", "N", "H", "H", "H", "H", "H", "H"],
  "positions_angstrom": [[-1.411657, -1.448069, -2.564868], [0.723259, -2.310670, -2.011195], [-1.513989, -2.303868, -3.661200], [0.577125, -3.308353, -3.017532], [-0.541615, -3.290943, -3.832589], [-2.365822, -2.184451, -4.331319], [1.385271, -4.032455, -3.125561], [-0.678500, -4.044381, -4.607228], [-0.385612, -1.558066, -1.716917], [-2.521998, -0.100592, -0.457500], [2.260290, -0.641611, -0.267853], [-2.445713, -0.369117, -2.281238], [-2.165987, 0.569818, -2.785084], [-3.413465, -0.664777, -2.704528], [1.937145, -1.978962, -1.380746], [2.754297, -2.669934, -1.575559], [3.545417, 0.208254, -1.508180], [3.306716, -1.217968, 1.272652], [-3.296968, 1.610838, -0.262772], [-3.706768, -1.526163, 0.018419], [3.519823, 1.706493, -1.203563], [3.763320, 1.922620, -0.154716], [4.275812, 2.202403, -1.830864], [2.546875, 2.150824, -1.438520], [4.975041, -0.334555, -1.391015], [5.447625, -0.167670, -0.421208], [5.023857, -1.400401, -1.643571], [5.590598, 0.194439, -2.134428], [3.169158, -0.060117, -2.970469], [3.729733, 0.630856, -3.614719], [3.436990, -1.074449, -3.283350], [2.109741, 0.095092, -3.180753], [4.065446, 0.003216, 1.829913], [3.363241, 0.811798, 2.081784], [4.577254, -0.297713, 2.756402], [4.826446, 0.410092, 1.157348], [2.413520, -1.725731, 2.408087], [1.779493, -0.935393, 2.822891], [1.801967, -2.580397, 2.103057], [3.074742, -2.070540, 3.219836], [4.213699, -2.393335, 0.894059], [4.988362, -2.149668, 0.166202], [4.725910, -2.732093, 1.807066], [3.620329, -3.229828, 0.504626], [-4.126835, -1.316801, 1.481720], [-4.696020, -2.203605, 1.799570], [-3.261983, -1.225949, 2.152342], [-4.782395, -0.444186, 1.607635], [-2.962312, -2.867312, -0.106604], [-2.675315, -3.081054, -1.142662], [-2.070949, -2.908088, 0.523355], [-3.644384, -3.664253, 0.223502], [-4.955079, -1.636273, -0.874412], [-5.584614, -2.434531, -0.452257], [-5.558564, -0.724567, -0.902196], [-4.711043, -1.929969, -1.903063], [-2.492533, 2.636694, -1.072905], [-2.507357, 2.434189, -2.150684], [-2.937688, 3.631305, -0.916451], [-1.450028, 2.683651, -0.739259], [-3.201906, 2.006741, 1.217861], [-2.151721, 2.083085, 1.530729], [-3.675521, 2.991890, 1.344512], [-3.712218, 1.299574, 1.883270], [-4.755181, 1.633788, -0.745552], [-4.860573, 1.257510, -1.772695], [-5.432011, 1.083291, -0.079487], [-5.096094, 2.680566, -0.749201], [-0.219513, -0.320925, 0.133430], [-0.580526, -1.304521, 1.614863], [-0.834794, -1.980795, 2.539622], [0.210109, 0.986453, -1.316689], [0.498027, 1.221679, -2.442399], [0.576994, 2.175950, -3.511604], [0.363036, 3.530304, -3.187823], [0.914317, 1.815145, -4.831981], [0.464186, 4.513446, -4.171290], [0.145014, 3.785067, -2.147339], [1.039030, 2.814056, -5.800905], [1.094170, 0.764341, -5.069792], [0.809457, 4.156566, -5.477057], [0.287924, 5.552996, -3.900001], [1.325214, 2.538488, -6.813398], [0.911231, 4.937980, -6.233727], [-0.289533, 1.054053, 3.956216], [0.005315, 2.161119, 3.231863], [-0.131961, 3.439783, 3.834862], [0.209631, 4.566106, 3.099337], [0.677370, 4.380502, 1.789381], [0.747175, 3.085228, 1.270598], [0.394522, 1.974841, 1.951697], [-0.259241, 0.124797, 3.553831], [-0.499662, 1.145146, 4.940553], [-0.511883, 3.474172, 4.853938], [0.118536, 5.562121, 3.531970], [0.981766, 5.217348, 1.163221], [1.104009, 2.924987, 0.252159]],
  "forces_ev_per_angstrom": [[0.5, -0.2, 0.3], [-1.2, 0.1, -0.4], [-0.1, 0.1, -0.1], [0.6, 0.2, 0.3], [-0.1, -0.2, 0.0], [0.3, -0.2, 0.1], [-0.3, 0.1, -0.2], [0.2, 0.2, 0.1], [0.5, -0.1, -1.9], [-1.2, 0.1, -0.4], [1.1, 0.7, 0.7], [0.1, -0.2, -0.1], [0.1, -0.4, 0.2], [0.2, 0.1, 0.1], [0.2, -2.1, 0.4], [0.0, 0.0, -0.2], [0.1, -0.2, 0.5], [-0.1, -0.2, -0.7], [-0.3, -0.4, 0.0], [0.0, 0.5, 0.1], [0.2, 0.2, -0.1], [-0.1, -0.1, -0.3], [-0.2, 0.0, 0.1], [0.2, 0.0, 0.1], [0.3, 0.1, -0.1], [-0.1, -0.1, -0.3], [0.0, 0.3, 0.1], [-0.1, -0.1, 0.1], [-0.2, 0.2, -0.2], [0.0, 0.0, 0.1], [-0.1, 0.1, 0.1], [0.3, -0.2, 0.0], [0.0, 0.1, -0.1], [0.1, -0.2, 0.0], [-0.2, 0.0, -0.2], [-0.2, -0.1, 0.2], [-0.1, 0.0, 0.0], [0.0, -0.1, -0.2], [0.0, 0.1, 0.0], [-0.2, 0.1, -0.2], [0.4, 0.0, 0.2], [-0.2, -0.1, 0.2], [-0.1, 0.0, -0.2], [0.1, 0.1, 0.2], [-0.2, -0.2, 0.1], [0.1, 0.2, 0.0], [-0.2, 0.1, -0.2], [0.2, -0.3, 0.0], [0.1, 0.0, 0.1], [-0.1, 0.0, 0.2], [-0.1, -0.1, -0.1], [0.2, 0.2, -0.1], [-0.2, 0.0, 0.1], [0.1, 0.2, -0.2], [0.2, -0.3, 0.0], [-0.1, 0.0, 0.3], [0.1, 0.0, 0.0], [0.0, 0.1, 0.2], [0.1, -0.3, 0.0], [-0.2, 0.0, 0.0], [0.0, 0.1, 0.1], [-0.3, 0.0, -0.1], [0.1, -0.2, 0.0], [0.1, 0.2, -0.2], [-0.1, 0.4, 0.1], [0.0, 0.1, 0.3], [0.2, 0.1, -0.2], [0.0, -0.2, 0.0], [-0.8, -1.2, 0.7], [0.0, -1.3, 4.0], [0.3, 1.2, -2.2], [1.3, 2.2, -3.6], [-1.7, 0.5, 2.7], [0.5, 0.3, -1.1], [0.0, -0.1, 0.0], [-0.1, 0.4, 0.3], [0.0, -0.3, 0.1], [0.0, 0.0, -0.4], [-0.1, -0.1, 0.2], [-0.1, 0.4, 0.0], [0.0, -0.1, 0.2], [0.1, -0.2, -0.1], [-0.1, 0.1, 0.2], [0.0, -0.3, 0.2], [-0.2, -0.6, 0.5], [0.1, 0.5, -0.7], [0.1, -0.1, -0.4], [-0.1, -0.7, 0.1], [0.1, -0.3, -0.4], [-0.3, 0.2, 0.8], [0.4, 1.3, 0.8], [0.1, 0.5, 0.1], [0.0, -0.1, -0.4], [0.1, 0.2, -0.2], [0.0, -0.3, -0.1], [-0.1, -0.1, 0.2], [-0.1, 0.0, 0.1]],
  "lowdin_spin": [0.00, 0.02, 0.14, 0.12, 0.00, 0.01, 0.00, 0.00, 0.11, 0.10, 0.18, 0.01, 0.00, 0.00, 0.44, 0.02, 0.08, 0.02, 0.02, 0.01, 0.01, 0.00, 0.00, 0.00, 0.01, 0.00, 0.00, 0.00, 0.02, 0.00, 0.00, 0.00, 0.00, 0.00, 0.00, 0.00, 0.00, 0.00, 0.00, 0.00, 0.01, 0.00, 0.00, 0.00, 0.00, 0.00, 0.00, 0.00, 0.00, 0.00, 0.00, 0.00, 0.01, 0.00, 0.00, 0.00, 0.00, 0.00, 0.00, 0.00, 0.00, 0.00, 0.00, 0.00, 0.01, 0.00, 0.00, 0.00, 0.37, 0.04, 0.01, 0.06, 0.08, 0.01, 0.00, 0.00, 0.00, 0.00, 0.00, 0.00, 0.00, 0.00, 0.00, 0.00, 0.00, 0.00, 0.00, 0.00, 0.00, 0.00, 0.00, 0.00, 0.00, 0.00, 0.00, 0.00, 0.00]
}